# 1
ORCA calculation (ωB97M-V/def2-TZVPD) on C4H11N3 in the gas phase in a non-equilibrium geometry.

highest occupied orbital energy: -8.521 eV
calculated total energy: -323.1530 a.u.
orbital gap: 9.6 eV
LUMO: 1.075 eV
spin multiplicity: 1

The geometry in XYZ format:
```
18
Properties=species:S:1:pos:R:3:forces:R:3:mulliken_charge:R:1
C -0.9708 1.4431 -1.1963 0.090 -0.336 0.115 -0.9189
C -0.6876 1.0057 0.2409 3.167 1.055 0.259 -0.8421
C 0.8120 0.0070 0.3028 -4.109 1.091 -0.298 0.6926
C 2.1451 0.6563 0.2944 -0.143 0.127 0.117 -1.0566
N 0.6014 -1.2188 0.1580 1.728 -1.218 0.167 -0.5103
N -0.6654 -1.6604 -0.0552 -1.782 3.067 0.328 -0.0656
N -1.0292 -2.8173 0.6434 -0.100 -0.097 0.143 -0.5723
H -1.3225 0.5974 -1.7871 -0.091 0.053 -0.085 0.2821
H -1.7136 2.2399 -1.2293 -0.073 -0.030 -0.014 0.3404
H -0.0656 1.8135 -1.6773 0.027 0.022 0.029 0.2696
H -1.6155 0.8198 0.7958 0.308 -0.837 -0.062 0.4089
H -0.3135 1.8612 0.8074 0.062 0.275 -0.139 0.3508
H 2.3179 1.1283 -0.6744 0.052 0.053 -0.001 0.2292
H 2.9256 -0.0866 0.4646 -0.123 0.013 -0.033 0.3486
H 2.2019 1.4278 1.0604 0.058 0.063 0.032 0.3210
H -1.2771 -0.7198 0.1690 0.961 -3.729 -0.414 0.2240
H -0.6071 -2.8632 1.5713 0.000 0.120 -0.243 0.2446
H -0.7360 -3.6339 0.1114 -0.030 0.306 0.099 0.2540
```
Positions in Å, forces in eV/Å.



# 2
ORCA calculation (ωB97M-V/def2-TZVPD) on a molecular structure, C13H40BGaN4O9P3 in a non-equilibrium geometry.

highest occupied orbital energy: -3.521 eV
calculated total energy: -4388.9238 a.u.
orbital gap: 2.1 eV
net charge: -1
LUMO: -1.424 eV
spin multiplicity: 1

The geometry in XYZ format:
```
71
Properties=species:S:1:pos:R:3:forces:R:3:mulliken_charge:R:1
C 3.1068 4.2548 -1.3496 1.859 -0.229 1.407 -0.9106
P 1.5820 5.3807 -1.5769 0.613 0.729 -0.612 0.1215
C 0.8320 5.9665 0.0785 -0.282 -0.391 0.612 -0.8432
Ga -0.0366 4.4591 -2.9886 -1.156 -0.380 0.125 -0.0653
C -0.8962 2.7042 -2.3147 -0.893 -1.229 0.307 -0.4955
C -0.1518 2.2077 -0.9388 -0.225 -0.492 -0.677 0.0398
C -0.2819 0.5801 -0.7517 0.623 0.369 -0.073 0.1791
C 0.6344 -0.1052 -1.9419 -1.835 1.313 -0.839 -0.3955
N 1.0615 -1.5273 -1.6553 2.286 0.532 -1.771 -0.0582
C 2.5814 -1.6607 -1.5723 1.227 -2.309 3.854 0.3783
N 3.0538 -2.3969 -0.4800 -2.284 2.922 -4.511 -0.7544
N 3.5251 -1.0695 -2.6067 -0.910 -0.807 2.077 -0.5208
B 0.8016 4.3074 -4.9007 0.762 0.479 -1.089 0.5281
N 1.1759 2.9902 -5.5576 1.192 1.561 1.134 -0.6569
O 1.0337 5.6185 -5.5990 1.268 -1.561 2.260 -0.5902
H 4.0393 4.9728 -1.1489 -1.849 -1.589 -0.432 0.3307
H 3.4049 3.6284 -2.3077 -0.976 1.235 1.903 0.1408
H 3.0581 3.5570 -0.3834 0.071 1.134 -2.122 0.2201
H 0.8043 7.1433 0.0648 -0.018 -2.430 0.185 0.2826
H 1.5319 5.5831 0.9411 -1.609 0.803 -1.356 0.2458
H -0.2701 5.5116 0.1371 2.445 1.134 0.279 0.1841
H -1.2367 5.5587 -3.0764 0.235 0.054 0.185 -0.3904
H -0.8099 1.9223 -3.2126 -0.062 1.317 2.045 0.0686
H -2.0709 2.8316 -2.1450 2.466 -0.341 -0.173 0.2274
H -0.5947 2.8148 -0.0266 0.971 -1.347 -1.770 0.1708
H 0.9963 2.4538 -1.0420 -2.197 -0.383 0.441 -0.3161
H 0.1489 0.2177 0.2862 -0.865 0.680 -1.913 -0.2513
H -1.4145 0.2915 -0.8496 2.211 0.317 0.182 0.1907
H 1.5068 0.6423 -2.1651 -1.418 -1.553 0.461 -0.2082
H -0.0323 -0.1480 -2.9245 1.473 0.330 2.067 0.2292
H 0.7696 -2.0913 -2.4996 0.605 0.763 1.196 0.3119
H 2.1948 -2.7011 0.0558 0.970 0.458 -1.022 0.2621
H 3.5770 -0.0263 -2.5265 -0.175 -1.423 -0.071 0.2426
H 4.4938 -1.4886 -2.5234 -1.759 0.725 0.345 0.3088
H 1.3553 2.2647 -4.8176 -0.486 1.044 -1.136 0.2281
H 2.0627 3.1195 -6.0933 -1.044 -0.308 0.209 0.2205
H 1.4258 6.2000 -4.8557 -1.311 -1.214 -1.648 0.3023
C 2.7105 -2.0982 3.6441 0.589 -0.222 -0.165 -0.4330
O 1.6073 -2.0551 4.5340 -2.486 -1.684 -1.734 -0.4135
P 0.3168 -0.9987 4.0743 3.030 7.085 5.894 1.4318
O 1.2982 0.1845 4.0910 -0.214 -0.910 -1.289 -0.6871
O -0.3706 -1.1818 5.5605 -0.538 -0.415 -1.115 -0.3683
C 0.4110 -0.9568 6.7195 0.497 -0.514 0.497 -0.7221
O -0.9738 0.0577 3.6145 -1.203 -3.428 -1.901 -0.4327
C -1.0447 1.3538 4.1858 0.518 0.454 0.220 -0.5486
H 3.2165 -3.0603 3.7633 -0.209 0.034 -0.034 0.2418
H 2.3793 -1.9943 2.6073 0.311 0.087 0.078 0.1177
H 3.4149 -1.3027 3.8966 -0.209 0.043 -0.148 0.2457
H 1.2033 -0.2240 6.5476 -0.041 -0.089 -0.210 0.3478
H 0.8488 -1.9024 7.0530 0.061 0.187 0.054 0.2735
H -0.2428 -0.5782 7.5090 -0.161 -0.077 -0.231 0.2427
H -0.3771 2.0334 3.6489 0.032 -0.166 0.186 0.2424
H -0.7963 1.3406 5.2494 0.052 -0.012 -0.082 0.2408
H -2.0679 1.7218 4.0736 -0.040 -0.388 -0.131 0.2513
C -1.4261 -2.5688 0.8082 0.040 0.548 0.073 0.1831
O -1.9511 -3.8860 0.8215 2.519 -1.900 -1.457 -0.4760
P -2.4316 -4.5149 -0.7168 -9.298 2.128 1.683 1.1553
O -3.4227 -3.3494 -0.8680 1.513 0.089 -0.511 -0.6170
O -3.1675 -5.7878 0.0266 1.047 -0.116 -0.839 -0.3263
C -4.0987 -5.5420 1.0645 0.056 0.088 0.894 -0.6371
O -2.9119 -5.1438 -2.2552 3.822 -1.174 -0.029 -0.5084
C -4.2790 -5.0905 -2.6289 -0.421 0.442 0.194 -0.4366
H -0.7694 -2.4470 1.6742 0.094 -0.147 -0.038 -0.1380
H -0.8520 -2.3871 -0.1044 -0.030 0.287 0.228 0.0171
H -2.2434 -1.8489 0.8893 0.097 -0.093 -0.135 0.2989
H -4.6099 -4.5838 0.9425 0.205 0.031 -0.106 0.3311
H -3.5835 -5.5653 2.0294 -0.188 0.083 -0.044 0.2564
H -4.8488 -6.3365 1.0510 0.210 -0.065 -0.189 0.2457
H -4.5170 -4.1000 -3.0266 0.000 -0.085 0.249 0.2010
H -4.9366 -5.3300 -1.7904 0.056 0.085 -0.030 0.2266
H -4.4462 -5.8250 -3.4210 0.365 -0.100 0.105 0.2369
```
Positions in Å, forces in eV/Å.



# 3
ORCA calculation (ωB97M-V/def2-TZVPD) on C3H5FOS in the gas phase in a non-equilibrium geometry.

highest occupied orbital energy: -9.145 eV
calculated total energy: -690.5442 a.u.
orbital gap: 8.6 eV
LUMO: -0.535 eV
spin multiplicity: 1

The geometry in XYZ format:
```
11
Properties=species:S:1:pos:R:3:forces:R:3:mulliken_charge:R:1
O 0.3447 1.8126 0.9499 0.324 -0.224 0.123 -0.5393
C 0.3842 0.8863 -0.1467 1.022 -0.508 3.894 -0.7570
C -0.5070 -0.2749 0.2522 -1.587 -0.019 -3.382 0.5433
F -0.1584 -0.6584 1.4501 0.670 -1.036 3.686 -0.3106
C -0.2478 -1.4381 -0.6832 0.574 -0.379 0.147 -0.3301
S -0.3943 -1.3443 -2.2660 -0.296 -0.038 -0.589 -0.2243
H 0.5576 1.3355 1.7770 -0.099 0.305 -0.738 0.3296
H -0.0147 1.3601 -0.9245 -1.666 1.936 -3.301 0.4285
H 1.4107 0.6329 -0.4075 0.088 -0.497 0.198 0.3593
H -1.6171 0.0340 0.2447 1.583 -0.349 -0.054 0.2287
H 0.2419 -2.3457 -0.2461 -0.613 0.809 0.015 0.2719
```
Positions in Å, forces in eV/Å.



# 4
ORCA calculation (ωB97M-V/def2-TZVPD) on a molecular structure, HN2O7P in a non-equilibrium geometry.

highest occupied orbital energy: -11.072 eV
calculated total energy: -977.8948 a.u.
orbital gap: 10.4 eV
LUMO: -0.626 eV
spin multiplicity: 1

The geometry in XYZ format:
```
11
Properties=species:S:1:pos:R:3:forces:R:3:mulliken_charge:R:1
N -0.1621 -1.0391 2.1907 0.605 1.526 -0.980 1.1043
N -1.0498 0.3340 -1.9690 -1.621 -0.571 1.701 1.3284
O -0.7267 -1.8922 1.6110 -1.108 -1.474 0.655 -0.4901
O 0.0322 0.1929 -2.4648 3.147 -0.108 -1.080 -0.6002
O -0.1589 -0.6047 3.3034 -0.174 -0.880 -0.673 -0.5046
O -2.0452 0.4776 -2.5780 -1.742 0.536 -0.607 -0.5879
O 1.6229 1.1383 -0.5213 0.167 -0.025 -0.727 -0.3481
O 0.6754 -0.2965 1.3169 1.655 1.789 -0.361 -0.3385
O -1.0971 0.2315 -0.6434 2.240 -0.261 0.008 -0.5338
P 0.9823 -0.2671 -0.3995 -3.170 -1.041 1.004 0.6028
H 1.9271 1.7252 0.1539 0.002 0.509 1.061 0.3677
```
Positions in Å, forces in eV/Å.



# 5
ORCA calculation (ωB97M-V/def2-TZVPD) on 2 unconnected molecules or ions with the total composition C4H7N2 in a non-equilibrium geometry.

highest occupied orbital energy (alpha / beta): -12.462 / -15.348 eV
calculated total energy: -265.6098 a.u.
orbital gap (alpha / beta): 7.6 / 6.0 eV
net charge: +1
LUMO (alpha / beta): -4.853 / -9.372 eV
spin multiplicity: 3

The geometry in XYZ format:
```
13
Properties=species:S:1:pos:R:3:forces:R:3:mulliken_charge:R:1
C 1.4047 1.4353 2.7174 -1.121 2.322 3.552 -0.2593
C 1.2314 1.7361 0.2838 -1.493 0.122 -3.360 -0.2224
C -0.9802 -1.2665 -1.1724 1.723 1.322 0.985 0.4113
C -1.7021 -2.1757 -1.9434 -0.788 -1.329 -3.469 -0.9298
N 1.1877 1.6442 1.5328 -0.224 0.937 -1.953 0.1372
N -0.3196 -0.4872 -0.6426 -0.670 -0.348 -0.019 -0.3877
H 1.0104 2.1481 3.4534 1.692 0.406 0.292 0.3049
H 1.8795 2.4920 -0.0914 -0.416 1.844 -0.703 0.3564
H 0.3664 1.2709 -0.3346 2.149 -0.961 0.406 0.3880
H 1.6336 0.4829 2.8948 -0.275 -4.515 1.866 0.3419
H -1.3396 -2.1429 -3.0457 -0.521 0.252 1.773 0.2662
H -2.7520 -1.9112 -1.9519 -0.257 0.037 0.006 0.2772
H -1.6202 -3.2260 -1.7001 0.200 -0.088 0.625 0.3162
```
Positions in Å, forces in eV/Å.



# 6
ORCA calculation (ωB97M-V/def2-TZVPD) on C20H25N3O4S2 in the gas phase in a non-equilibrium geometry.

highest occupied orbital energy: -7.231 eV
calculated total energy: -2038.7375 a.u.
orbital gap: 7.7 eV
LUMO: 0.460 eV
spin multiplicity: 1

The geometry in XYZ format:
```
54
Properties=species:S:1:pos:R:3:forces:R:3:mulliken_charge:R:1
C 1.5503 2.1950 1.9625 -0.257 0.313 -0.229 -0.8370
C 1.2617 3.2580 0.9142 0.563 -0.294 -0.126 -0.2742
O -0.1162 3.6528 0.9675 -0.054 0.247 0.376 -0.3728
C -0.9303 3.2211 0.0165 -0.270 0.074 -0.105 0.6545
O -0.5971 2.5502 -0.9268 0.052 -0.008 -0.102 -0.5666
C -2.3623 3.6806 0.2648 0.121 -0.256 -0.070 -0.6717
C -3.2834 2.5915 -0.1763 -0.339 0.457 -0.832 0.3050
C -3.8948 2.4977 -1.3886 -0.085 -0.123 0.216 -0.4368
S -4.7434 1.0102 -1.5394 0.348 0.093 0.818 -0.2043
C -4.1568 0.5903 0.0786 -0.417 0.065 -0.959 0.4885
S -4.5467 -0.8942 0.8913 -0.187 -0.405 0.038 -0.1491
C -4.4421 -2.1341 -0.4641 -0.062 0.119 0.394 -0.7575
C -3.2533 -3.0609 -0.2263 -0.211 0.110 -0.290 0.9215
O -3.4421 -4.1862 0.1960 -0.257 -0.234 0.231 -0.6860
N -2.0196 -2.5931 -0.5058 0.316 -0.096 -0.147 0.1154
C -1.6470 -1.2636 -0.9282 0.023 0.484 0.189 -1.1925
C -0.9582 -0.5461 0.2439 -0.135 0.140 -0.262 0.7324
N 0.2053 -1.2710 0.6951 -0.173 0.091 0.266 0.2446
C 1.4621 -0.9983 0.1554 0.304 0.008 0.029 0.2294
C 2.6032 -1.5438 0.7461 -0.182 -0.021 -0.081 -0.6469
C 3.8749 -1.2460 0.2922 0.304 0.057 -0.151 -0.5520
C 4.0520 -0.3684 -0.7691 -0.119 0.100 -0.060 0.6873
O 5.2593 0.0042 -1.2970 -0.295 0.092 -0.092 -0.4589
C 6.4246 -0.5545 -0.7472 0.152 -0.075 0.080 -0.8703
C 2.9228 0.1970 -1.3558 0.376 -0.055 0.061 -0.9945
C 1.6555 -0.1136 -0.9117 -0.099 -0.091 0.064 0.1845
C -0.1540 -2.6220 1.0700 -0.035 -0.336 -0.181 -0.9306
C -0.8606 -3.3562 -0.0840 0.151 -0.286 0.386 -1.0799
N -3.4470 1.5096 0.6262 0.231 -0.362 0.726 -0.4313
H 2.5998 1.9200 1.9150 0.140 -0.066 0.002 0.3174
H 0.9530 1.3060 1.7773 -0.037 -0.135 -0.008 0.0130
H 1.3220 2.5731 2.9556 0.007 -0.001 0.123 0.3878
H 1.8394 4.1652 1.1073 -0.098 -0.084 -0.066 0.3603
H 1.4854 2.8803 -0.0879 -0.005 0.137 0.169 0.2769
H -2.4873 3.8895 1.3260 -0.039 0.077 -0.064 0.3147
H -2.5388 4.5876 -0.3151 0.063 0.031 0.057 0.3423
H -3.8849 3.1952 -2.2004 0.092 0.223 -0.168 0.4574
H -4.4170 -1.6173 -1.4198 0.020 -0.056 -0.032 0.4120
H -5.3452 -2.7393 -0.3933 0.150 0.019 -0.096 0.3903
H -0.9393 -1.3586 -1.7598 -0.087 0.042 -0.005 0.2195
H -2.5033 -0.6932 -1.2760 0.003 -0.040 -0.052 0.3925
H -1.6606 -0.4880 1.0836 0.015 0.033 -0.135 0.5660
H -0.6925 0.4672 -0.0453 -0.002 -0.028 0.060 -1.1644
H 2.5091 -2.2030 1.5954 -0.029 -0.029 0.088 0.4193
H 4.7185 -1.7006 0.7878 0.099 -0.019 0.025 0.4075
H 6.4328 -1.6458 -0.8415 -0.002 0.034 0.021 0.3423
H 6.5456 -0.2817 0.3069 -0.005 -0.028 -0.031 0.3321
H 7.2515 -0.1391 -1.3216 -0.016 -0.059 0.074 0.2450
H 3.0597 0.8810 -2.1786 0.010 0.091 -0.116 0.4665
H 0.8207 0.3541 -1.4075 -0.128 0.046 -0.022 0.3957
H 0.7284 -3.1872 1.3616 -0.049 0.012 0.058 0.4735
H -0.8379 -2.5707 1.9247 0.054 -0.083 -0.014 0.3827
H -1.2002 -4.3411 0.2376 0.093 0.086 -0.087 0.5306
H -0.1755 -3.4600 -0.9321 -0.013 -0.012 0.031 0.2688
```
Positions in Å, forces in eV/Å.